Below is 2 unconnected molecules or ions with the total composition C5H12NO at a distorted geometry, with properties calculated with wB97M-V/def2-TZVPD.

Structure (ORCA input):
```
! wB97M-V def2-TZVPD RIJCOSX def2/J DEFGRID3
* xyz 1 1
O -0.029 3.104 1.459
N -0.431 0.069 1.320
C 0.690 -2.338 -1.964
C 0.139 0.007 2.475
C -0.038 -1.073 -2.383
C 0.204 -0.014 -0.050
C -0.584 -0.293 -1.188
H -0.841 -1.391 -3.066
H -1.481 -0.101 1.218
H 0.665 -0.504 -3.012
H -0.544 -0.421 3.281
H -1.631 0.071 -1.060
H 1.200 -0.069 2.473
H 0.268 -3.127 -1.380
H 0.033 3.969 1.114
H -0.688 3.274 2.103
H 1.023 -2.905 -2.849
H 1.206 0.308 0.296
H 1.579 -2.155 -1.373
*
```

For the energy above the lowest of the compared OMol25 structures with the same formula, charge and spin, the calculation gives 293.4 kJ/mol. Its energy is -8907.5884 eV. The LUMO energy is -5.13 eV. The value obtained for the orbital gap is 8.68 eV. For the largest force on an atom, the calculation gives 0.0738 Eh/bohr.